# 1
Density functional theory data (wB97M-V/def2-TZVPD) for the molecule C2H5NO at a distorted geometry.

XYZ file:
```
9
Properties=species:S:1:pos:R:3:forces:R:3:nbo_charge:R:1
C -1.06436 0.08543 0.29270 -0.360 -0.206 0.149 -0.41
N 0.10702 0.10244 -0.53374 -0.124 -0.221 -0.159 -0.65
C 1.34143 -0.27018 -0.08614 -0.230 0.219 0.225 0.53
O 1.59273 -1.17192 0.68474 -0.114 0.872 -0.229 -0.57
H -0.72941 -0.11053 1.31432 -0.205 -0.098 -0.130 0.22
H -1.54560 1.07241 0.27301 0.021 -0.272 -0.025 0.20
H -1.77205 -0.68068 -0.01726 -0.206 -0.037 0.173 0.19
H 0.06469 0.44647 -1.47839 -0.021 0.483 0.239 0.39
H 2.00556 0.52657 -0.44923 1.239 -0.740 -0.244 0.10
```
Positions in Å, forces in eV/Å.

Values from the calculation:
lowest unoccupied orbital energy	0.919	eV
relative energy (zero: lowest compared OMol25 entry of this formula, charge and spin)	24.2	kcal per mole
HOMO energy	-9.66	eV
electronic energy	-209.18375	a.u.
orbital gap	0.389	Eh
structure (SMILES)	CNC=O
spin multiplicity	1

---

# 2
Density functional theory data (wB97M-V/def2-TZVPD) for a cluster of 2 separate species, C5H16NO in total at a distorted geometry.

XYZ file:
```
23
Properties=species:S:1:pos:R:3:forces:R:3:nbo_charge:R:1
C 0.52527 0.89421 -0.70885 2.809 -1.006 -0.044 -0.25
C -0.42933 1.42097 0.34350 -1.020 0.388 0.089 -0.45
C -1.46279 0.17351 0.74625 0.772 1.394 -0.375 -0.41
C -0.72174 -0.86027 1.78589 -3.011 0.158 -0.080 -0.41
C 0.08494 -0.26772 2.91927 2.330 0.152 -1.071 -0.63
N -0.09321 0.61848 -2.08575 1.939 4.168 0.170 -0.67
H 0.88376 -0.04854 -0.24236 -0.368 0.067 -1.082 0.24
H 1.55805 1.36474 -0.97281 -2.137 0.124 0.755 0.24
H 0.24741 1.52075 1.24846 -1.053 0.667 -1.055 0.26
H -0.91010 2.43939 -0.04209 0.746 -2.129 1.375 0.23
H -2.50018 0.51986 0.90701 0.753 0.407 1.479 0.24
H -1.79414 -0.24516 -0.21762 0.933 -1.007 0.022 0.17
H -1.48416 -1.49312 2.41670 0.956 0.772 -2.238 0.24
H -0.10004 -1.44034 1.10255 -0.102 -0.591 0.583 0.20
H 1.12516 -0.04752 2.53952 -0.900 0.347 0.519 0.19
H 0.28574 -1.01361 3.68042 -0.298 -0.158 0.143 0.24
H -0.34577 0.60014 3.38243 -0.231 0.411 0.153 0.22
H -0.40561 1.56552 -2.46690 0.089 -1.617 0.587 0.44
H 0.58795 0.26143 -2.75234 0.144 -0.584 0.204 0.47
H -0.83506 0.01976 -1.97569 -2.421 -1.861 -0.029 0.43
H 1.22337 -2.41669 -2.14663 -0.804 -0.387 0.045 0.49
H 2.47201 -1.76870 -2.31687 2.893 -0.052 -0.295 0.49
O 1.58324 -1.53894 -2.25748 -2.019 0.336 0.146 -0.97
```
Positions in Å, forces in eV/Å.

Values from the calculation:
lowest unoccupied orbital energy	-3.227	eV
relative energy (zero: lowest compared OMol25 entry of this formula, charge and spin)	53.7	kcal per mole
HOMO energy	-14.33	eV
electronic energy	-329.79519	a.u.
orbital gap	0.408	Eh
spin multiplicity	1
total charge	+1

---

# 3
Density functional theory data (wB97M-V/def2-TZVPD) for a structure of composition C4H16N9O7Tl at a distorted geometry.

XYZ file:
```
37
Properties=species:S:1:pos:R:3:forces:R:3:nbo_charge:R:1
Tl -0.15786 -1.11876 -0.23586 0.390 -0.417 0.359 0.98
N -3.50304 0.96467 -0.85198 -0.135 -1.358 1.486 0.70
O -3.06947 1.86552 -1.56602 0.934 0.843 -0.548 -0.10
O -4.57238 1.06931 -0.30895 0.150 0.344 -0.516 -0.14
O -2.78432 -0.00854 -0.67111 -0.489 -0.144 -0.109 -0.21
C 0.41059 -4.01370 -2.97021 0.534 0.156 0.854 0.79
O 0.24918 -3.23857 -2.01120 -0.295 0.206 -0.042 -0.76
N 0.25069 -5.34782 -2.83623 0.050 0.196 -0.901 -0.80
N 0.88256 -3.56327 -4.16185 -0.320 -0.395 0.196 -0.82
H -0.12382 -5.76371 -2.00487 -0.014 0.169 0.097 0.42
H 0.37943 -5.91346 -3.65780 -0.091 -0.305 0.243 0.40
H 0.93445 -4.16857 -4.96183 0.055 0.191 -0.113 0.41
H 0.96621 -2.57180 -4.26486 0.041 0.004 -0.163 0.40
C -0.31525 2.40960 -2.31717 0.931 0.593 -1.332 0.76
O -0.70168 1.53712 -1.51006 -0.766 0.029 -0.008 -0.48
N -0.34592 3.72009 -1.99969 -0.370 -0.715 0.493 -0.76
N 0.21222 2.08350 -3.52468 -0.177 0.829 0.572 -0.75
H -0.77500 3.92112 -1.11305 -0.005 0.273 0.019 0.42
H -0.14255 4.47820 -2.62728 -0.053 -0.026 -0.153 0.43
H 0.38523 1.14935 -3.84540 -0.203 -0.218 0.242 0.43
H 0.65587 2.83698 -4.02541 0.129 -0.212 -0.264 0.41
C 2.13803 -0.60882 2.93443 -0.084 0.876 -0.136 0.79
O 1.42643 -1.02923 2.00965 0.021 -0.121 -0.057 -0.75
N 1.89621 -0.96790 4.21644 -0.413 -0.356 -0.277 -0.82
N 3.11513 0.31130 2.70867 -0.188 -0.293 0.260 -0.82
H 2.37392 -0.66101 5.04368 0.215 0.098 -0.170 0.41
H 1.08983 -1.55986 4.31793 0.136 -0.111 0.214 0.41
H 3.24758 0.63973 1.77132 0.103 -0.085 -0.021 0.41
H 3.65792 0.71037 3.45309 0.081 -0.036 -0.053 0.41
C -0.94533 1.40695 2.65156 0.329 -0.505 -0.005 0.78
O -0.94490 0.90039 1.50767 -0.271 0.533 -0.110 -0.64
N -1.40293 0.68260 3.71071 -0.003 0.352 -0.481 -0.80
N -0.45641 2.63766 2.91310 -0.283 -0.184 0.747 -0.79
H -2.01959 -0.07543 3.47175 0.066 -0.097 0.139 0.42
H -1.46390 1.06817 4.63848 -0.046 -0.011 -0.028 0.41
H -0.54782 2.97383 3.85851 0.066 0.227 -0.128 0.41
H 0.00069 3.24398 2.25855 -0.024 -0.331 -0.307 0.42
```
Positions in Å, forces in eV/Å.

Values from the calculation:
lowest unoccupied orbital energy	-12.368	eV
relative energy (zero: lowest compared OMol25 entry of this formula, charge and spin)	0.4	kcal per mole
HOMO energy	-15.06	eV
electronic energy	-1353.28837	a.u.
orbital gap	0.099	Eh
spin multiplicity	1
total charge	+2

---

# 4
Density functional theory data (wB97M-V/def2-TZVPD) for the molecule C4H7FN2O at a distorted geometry.

XYZ file:
```
15
Properties=species:S:1:pos:R:3:forces:R:3:nbo_charge:R:1
C -0.50365 -1.54143 -0.09182 -0.294 -0.823 -0.017 0.02
C -0.79551 -0.20204 0.50948 2.984 0.787 -1.568 0.02
C 0.41836 0.34924 1.27666 -0.800 1.962 0.072 -0.28
C 1.20057 1.15709 -0.77656 0.100 0.322 0.469 0.23
H -0.26195 -2.34542 0.59150 0.260 0.188 0.712 0.17
H 0.29223 -1.52491 -0.84118 -0.127 0.330 0.013 0.18
H -1.60559 -0.17224 1.15343 -1.897 -0.253 0.865 0.21
H 0.07089 1.10939 2.02931 0.167 -0.381 -0.844 0.21
H 0.83554 -0.38812 1.91282 0.681 -1.059 0.352 0.20
H 2.00716 1.56181 -1.39502 -0.439 -0.071 -0.203 0.19
H -0.36300 1.47488 -2.09998 0.705 0.140 -0.428 0.39
N 1.46509 0.96859 0.45199 -0.463 -0.620 -0.053 -0.46
N 0.01584 0.82318 -1.43041 0.014 0.112 -0.203 -0.36
O -1.10597 0.69105 -0.59713 -0.322 -0.309 1.527 -0.37
F -1.67000 -1.96108 -0.69310 -0.569 -0.327 -0.694 -0.37
```
Positions in Å, forces in eV/Å.

Values from the calculation:
lowest unoccupied orbital energy	0.916	eV
relative energy (zero: lowest compared OMol25 entry of this formula, charge and spin)	67.7	kcal per mole
HOMO energy	-8.97	eV
electronic energy	-441.14339	a.u.
orbital gap	0.363	Eh
structure (SMILES)	FC[C@H]1CN=CNO1
spin multiplicity	1

---

# 5
Density functional theory data (wB97M-V/def2-TZVPD) for the molecule C2H2F2O2 at a distorted geometry.

XYZ file:
```
8
Properties=species:S:1:pos:R:3:forces:R:3:nbo_charge:R:1
C 0.48075 -0.50730 -0.43713 1.104 -0.860 0.435 0.71
C -0.66856 0.42036 -0.15436 -0.065 0.754 -1.219 0.46
H 0.36684 -0.96749 1.43609 0.526 -0.206 -0.648 0.50
H -1.26602 0.55026 -1.10230 0.200 -0.075 1.250 0.17
O 0.96191 -1.17116 0.67665 -0.835 0.760 -0.986 -0.66
O 0.95074 -0.54764 -1.54013 -0.083 -0.401 1.048 -0.52
F -1.36944 0.03345 0.91649 -0.915 -0.528 0.347 -0.33
F -0.10558 1.59870 0.20828 0.068 0.555 -0.227 -0.33
```
Positions in Å, forces in eV/Å.

Values from the calculation:
lowest unoccupied orbital energy	0.639	eV
relative energy (zero: lowest compared OMol25 entry of this formula, charge and spin)	0.1	kcal per mole
HOMO energy	-11.36	eV
electronic energy	-427.62406	a.u.
orbital gap	0.441	Eh
structure (SMILES)	O=C(O)C(F)F
spin multiplicity	1

---

# 6
Density functional theory data (wB97M-V/def2-TZVPD) for the molecule C5H11ClN2 at a distorted geometry.

XYZ file:
```
19
Properties=species:S:1:pos:R:3:forces:R:3:nbo_charge:R:1
C 2.08220 1.75677 -0.41920 -0.502 0.182 -0.542 -0.64
C 1.40094 0.47221 -0.04086 -0.679 0.706 0.218 0.17
C 2.14801 -0.46458 0.85854 -0.638 -0.953 0.543 -0.68
C -1.81067 -0.90369 -0.69512 -2.112 -0.601 -1.855 -0.24
C -3.01307 -0.42345 0.16333 -0.724 -0.623 0.224 -0.39
H 2.97195 1.50403 -1.03251 -0.297 0.564 0.341 0.21
H 1.32999 2.34894 -0.99974 0.899 -0.466 0.267 0.24
H 2.34886 2.35997 0.46402 0.212 -0.316 -0.281 0.21
H 1.54206 -1.29200 1.30564 0.409 0.524 -0.533 0.20
H 2.57576 0.02501 1.72954 0.068 0.400 -0.052 0.23
H 2.97182 -0.91343 0.31467 0.203 -0.214 -0.102 0.23
H -0.07787 -1.32843 0.45860 -0.650 -0.536 0.007 0.35
H -2.01922 -1.99990 -0.92352 0.391 1.032 0.658 0.21
H -1.92342 -0.47015 -1.73730 0.316 -0.048 1.262 0.22
H -3.98311 -0.81883 -0.21518 0.810 0.357 -0.329 0.22
H -3.02402 -0.82231 1.18626 0.607 0.245 -0.146 0.21
N 0.20745 0.33800 -0.48931 1.047 1.777 -0.741 -0.22
N -0.50053 -0.72668 -0.23085 0.354 -1.685 1.174 -0.45
Cl -3.22710 1.35849 0.30297 0.287 -0.346 -0.113 -0.07
```
Positions in Å, forces in eV/Å.

Values from the calculation:
lowest unoccupied orbital energy	0.874	eV
relative energy (zero: lowest compared OMol25 entry of this formula, charge and spin)	28.7	kcal per mole
HOMO energy	-7.95	eV
electronic energy	-766.76176	a.u.
orbital gap	0.324	Eh
structure (SMILES)	CC(C)=NNCCCl
spin multiplicity	1

---

# 7
Density functional theory data (wB97M-V/def2-TZVPD) for a cluster of 7 separate species, H14O7 in total at a distorted geometry.

XYZ file:
```
21
Properties=species:S:1:pos:R:3:forces:R:3:nbo_charge:R:1
H -0.32231 -1.30906 0.26024 0.339 0.687 -0.043 0.49
H 0.90047 -0.68318 -0.42851 1.749 -0.636 -2.015 0.45
H 2.98880 -0.89269 2.30837 -0.277 0.213 -0.748 0.48
H 3.26869 0.16869 1.07017 0.013 -1.184 2.198 0.48
H -2.15375 -1.49875 -2.72156 2.055 -0.029 0.223 0.46
H -1.45339 -0.22243 -2.48717 1.020 -1.056 0.148 0.47
H 1.26835 2.62296 2.44715 0.028 -0.013 -0.550 0.47
H 1.21200 4.04128 2.79333 -0.038 1.123 0.821 0.46
H 2.73955 -0.60034 -2.94216 -0.755 -1.647 -0.029 0.47
H 1.81158 -1.80048 -2.43873 -0.216 0.269 0.194 0.47
H -2.78730 -0.74984 1.32526 -1.290 2.904 0.486 0.47
H -2.61423 -1.94900 0.63832 0.953 -0.189 0.771 0.46
H -3.96729 1.98785 -0.45119 -0.424 2.083 -1.650 0.47
H -4.48390 0.98510 0.46791 1.874 0.380 -0.504 0.46
O 0.26501 -0.53087 0.21187 -1.950 0.187 2.110 -0.94
O 3.49771 -0.13249 2.00659 0.207 1.020 -1.414 -0.96
O -1.20553 -1.18469 -2.55642 -3.048 1.015 -0.302 -0.94
O 1.24630 3.49714 2.02696 0.031 -1.141 -0.305 -0.93
O 2.44249 -1.53798 -3.10787 0.935 1.372 -0.227 -0.94
O -2.18254 -1.43935 1.36693 0.342 -2.843 -1.337 -0.92
O -3.61435 1.31572 0.07175 -1.549 -2.515 2.171 -0.93
```
Positions in Å, forces in eV/Å.

Values from the calculation:
lowest unoccupied orbital energy	0.039	eV
relative energy (zero: lowest compared OMol25 entry of this formula, charge and spin)	66.1	kcal per mole
HOMO energy	-11.07	eV
electronic energy	-535.01850	a.u.
orbital gap	0.408	Eh
structure (SMILES)	O.O.O.O.O.O.O
spin multiplicity	1